110
Properties=species:S:1:pos:R:3:forces:R:3:lowdin_charge:R:1 method="wB97M-V/def2-TZVPD" homo_energy_ev=-3.8 fmax_ev_per_a=0.67 homo_lumo_gap_ev=6.00 de_lowest_ev=0.656 total_charge=-1
Tl 0.033575 -0.198537 -1.140931 -0.14 -0.05 0.05 0.654
S -0.711976 -0.996395 -4.722874 0.19 -0.30 -0.32 0.571
S 4.362819 1.504367 -3.856102 -0.04 -0.06 0.12 1.032
P 0.045267 1.175571 1.609039 -0.02 0.09 -0.09 0.574
P -0.193045 -1.718969 1.576316 0.28 0.11 0.12 0.545
Si -2.135877 -3.263052 -0.163088 0.02 0.03 -0.09 0.274
Si -0.860736 3.314584 -0.368896 -0.08 -0.14 0.01 0.278
N 2.880746 0.864802 -1.832761 -0.08 0.23 -0.31 0.021
N -1.360225 -1.922780 0.512935 -0.26 -0.30 0.02 -0.312
N -0.729384 1.776229 0.326926 0.21 0.26 0.09 -0.347
N -3.108467 -0.321686 -3.933725 0.17 -0.17 -0.23 -0.021
N -2.086093 1.210124 -5.332420 -0.23 -0.06 -0.08 -0.009
C 3.372847 4.252795 2.534973 0.00 0.05 -0.01 -0.108
C 2.658078 2.138834 1.648907 -0.05 -0.09 -0.02 -0.087
C 2.853169 1.420687 -2.992010 0.14 -0.21 0.28 -0.458
C -1.877965 3.128712 -1.959695 0.06 -0.09 0.12 -0.188
C 1.970707 -3.139994 0.534748 0.02 0.24 -0.07 -0.100
C -4.478103 0.133692 -4.085725 0.01 0.06 0.02 -0.245
C -1.877896 -2.103120 5.868365 0.05 -0.05 0.00 -0.111
C -1.777685 4.582475 0.692048 0.06 -0.09 -0.09 -0.178
C -2.738346 -2.006051 4.787676 -0.02 0.00 0.09 -0.093
C -2.823015 -4.534847 1.059735 0.06 0.11 -0.08 -0.178
C -3.605065 -2.608392 -1.171677 0.15 0.00 0.09 -0.179
C -2.035126 0.009580 -4.712224 -0.16 0.07 0.65 -0.883
C -0.621198 1.188098 4.341700 0.01 0.03 -0.03 -0.097
C 0.737660 -0.334626 1.388500 -0.03 -0.03 0.01 -0.524
C 0.739811 -4.344780 2.186436 -0.12 -0.01 0.06 -0.098
C 6.448323 0.322428 -2.342543 0.02 -0.01 0.05 -0.101
C -0.859908 -1.912453 3.278824 0.04 0.01 -0.10 -0.289
C 4.160906 0.439651 -1.531049 0.03 0.03 0.04 -0.309
C -2.851256 1.440864 5.190616 -0.03 0.03 0.01 -0.109
C 6.788988 -0.315594 -1.166506 0.03 0.00 -0.01 -0.097
C 1.087573 3.549840 2.770905 -0.11 0.06 0.02 -0.104
C -1.492344 1.256991 5.412951 -0.06 0.03 0.02 -0.097
C 2.085814 4.486523 2.996464 0.03 0.02 0.04 -0.099
C -1.090715 1.313263 3.036755 0.05 0.02 -0.03 -0.287
C -0.944207 1.815391 -5.984866 0.16 0.07 -0.16 -0.274
C 5.833044 -0.576484 -0.175316 0.03 0.01 -0.05 -0.075
C 3.655705 3.074025 1.859212 0.10 0.03 0.00 -0.085
C -1.020473 -4.218538 -1.346477 -0.03 0.16 0.03 -0.172
C -2.229229 -1.915453 3.500513 0.00 -0.01 -0.09 -0.094
C -0.503448 -2.090393 5.658252 -0.06 -0.08 0.06 -0.102
C -5.262172 -0.701754 -5.092604 0.05 0.05 0.04 -0.081
C -0.502304 3.075296 -5.257025 0.09 -0.07 -0.03 -0.088
C -3.329380 1.550304 3.894870 -0.04 0.04 0.02 -0.096
C 2.777219 -4.241677 0.319645 0.06 -0.08 0.00 -0.092
C -0.002514 -1.985836 4.373961 0.11 -0.04 -0.07 -0.107
C 1.549440 -5.453889 1.981906 0.01 -0.06 0.00 -0.098
C -2.450323 1.489894 2.822375 0.01 0.02 -0.01 -0.090
C 5.120060 0.700592 -2.518629 0.01 -0.01 0.03 -0.480
C 1.360716 2.369440 2.089530 -0.10 -0.06 -0.09 -0.274
C 2.570563 -5.407423 1.046291 0.00 -0.01 -0.01 -0.109
C 0.940035 -3.170658 1.469644 -0.07 0.06 0.00 -0.269
C 0.798107 4.088751 -0.849250 -0.10 -0.12 0.03 -0.162
C 4.518394 -0.203363 -0.344388 0.09 0.00 -0.13 -0.013
H -4.945454 0.091238 -3.098978 0.00 -0.02 -0.05 0.115
H -0.284072 2.855421 -4.211804 0.03 -0.01 -0.04 0.049
H -5.375170 -1.724535 -4.736678 0.02 -0.06 0.03 0.071
H 2.139560 -2.224923 -0.025242 -0.01 -0.02 0.04 0.067
H -3.308692 -4.057013 1.909386 -0.07 0.03 0.07 0.006
H 3.764478 -0.391623 0.405374 -0.11 -0.12 0.06 0.093
H -2.272867 -2.177401 6.872779 -0.02 0.00 0.07 0.093
H 1.376240 -6.357553 2.553356 0.00 -0.02 0.01 0.095
H 1.951493 1.804628 -3.437539 -0.18 0.08 -0.09 0.063
H -2.619219 4.117715 1.204872 -0.09 -0.04 0.04 0.014
H -1.580996 -4.915375 -1.969370 -0.09 -0.10 -0.06 0.020
H 6.130683 -1.078896 0.733693 0.03 -0.03 0.05 0.103
H -4.389127 1.684010 3.717622 -0.04 0.01 0.00 0.095
H -4.531888 -2.617806 -0.600394 -0.11 0.02 0.11 0.019
H -2.798082 1.849506 -5.017259 -0.01 -0.01 0.00 0.118
H -4.498693 1.184363 -4.378702 0.04 -0.01 0.03 0.099
H 3.569242 -4.192068 -0.415799 0.05 0.00 -0.04 0.097
H -1.125888 5.020940 1.445585 0.07 0.03 0.10 0.007
H -6.255627 -0.285321 -5.252636 -0.09 0.02 0.00 0.067
H -3.397083 -1.573509 -1.442277 0.03 0.13 -0.01 -0.001
H 7.815059 -0.619137 -1.007110 0.03 -0.01 0.00 0.097
H 7.190454 0.521800 -3.101938 0.05 0.00 -0.04 0.101
H 1.218813 4.681451 -0.037901 0.05 0.04 0.12 0.017
H -3.555453 -5.176279 0.568143 -0.07 -0.09 -0.07 0.018
H -3.809074 -1.989207 4.946294 -0.04 -0.01 0.01 0.100
H -0.060562 -4.399954 2.914903 -0.01 0.01 0.01 0.100
H -1.650976 3.911764 -2.681566 0.01 0.13 -0.05 0.009
H 1.518482 3.302818 -1.075570 0.08 -0.09 -0.06 0.004
H -1.194855 2.035223 -7.028880 0.02 0.02 0.07 0.110
H -4.740347 -0.732416 -6.048209 0.02 0.02 -0.06 0.073
H -1.116933 1.152295 6.422015 0.01 -0.01 0.06 0.100
H 1.858509 5.398708 3.534078 -0.01 0.03 0.01 0.095
H -3.768373 -3.185877 -2.079886 -0.03 -0.14 -0.16 0.018
H 0.174019 -2.155438 6.499659 0.04 0.00 0.05 0.096
H 1.068293 -1.949824 4.206631 0.02 -0.01 -0.01 0.113
H -3.535515 1.487682 6.028377 -0.03 0.00 0.03 0.094
H 4.658500 2.882322 1.499166 0.06 -0.02 -0.02 0.096
H 0.083029 3.740755 3.130299 -0.02 0.00 0.01 0.102
H -1.681455 2.160672 -2.427989 0.03 -0.03 -0.02 -0.018
H -1.275327 3.844554 -5.279973 -0.06 0.04 0.02 0.072
H 0.436691 1.030168 4.511672 0.05 0.00 0.00 0.115
H -2.890033 -1.833014 2.646735 -0.02 0.02 -0.02 0.093
H 3.199765 -6.272098 0.881817 0.03 -0.04 -0.01 0.091
H -0.149469 1.066724 -5.984067 -0.11 0.11 -0.02 0.050
H -0.502707 -3.519211 -2.008268 0.00 0.01 -0.05 0.012
H -2.163771 5.393418 0.074022 -0.04 0.13 -0.08 0.018
H 0.390638 3.490464 -5.722246 0.06 0.04 -0.05 0.073
H -2.028106 -5.173413 1.446523 0.07 -0.03 0.04 0.011
H -2.803484 1.575238 1.803142 -0.02 0.00 -0.05 0.094
H 4.152233 4.984656 2.703692 0.03 0.03 0.01 0.091
H -0.263072 -4.783493 -0.802825 0.09 -0.03 0.08 0.014
H 0.705536 4.732539 -1.723879 -0.03 0.11 -0.10 0.018
H -2.945192 3.175683 -1.745939 -0.15 -0.03 0.09 0.023
H 2.858981 1.204350 1.143442 -0.04 0.06 0.01 0.053
H -2.995033 -1.242984 -3.527181 -0.03 0.17 0.01 0.079